C15H23Br30GaIO as an isolated structure at a distorted geometry. Source: the Open Molecules 2025 dataset; level of theory: the ωB97M-V functional and the def2-TZVPD basis.

Results
Total charge ... -1
HOMO energy ... -5.142 eV
Molar mass ... 2813.095 g mol⁻¹
F_max ... 4.55 eV Å⁻¹
Lowest unoccupied orbital energy ... 1.2 eV

```
71
Properties=species:S:1:pos:R:3:forces:R:3
O -0.4817 0.1536 0.8499 0.17 -0.30 -0.31
C -0.1308 1.4549 0.3718 0.30 0.86 0.48
C -0.5102 2.5273 1.3973 -0.82 -0.88 -0.48
Ga -2.5400 2.4457 1.8589 0.45 0.04 0.80
C -3.7857 2.4721 0.1663 -0.31 -1.65 -0.03
C -4.7822 1.2745 0.0421 0.19 0.46 -0.16
C -4.1315 0.0280 0.6302 -0.69 0.57 -0.44
I -5.1348 -1.7942 0.0031 0.04 0.16 -0.01
H 0.3248 -0.2767 1.1549 -0.19 0.09 0.03
H -0.6199 1.6157 -0.5955 -0.05 -0.09 0.05
H 0.9556 1.5188 0.1857 -0.07 -0.37 -0.16
H -0.3272 3.5202 0.9942 0.53 0.00 0.28
H 0.0884 2.3202 2.2862 -0.12 0.23 0.10
H -2.7001 1.1182 2.7480 -0.16 -0.01 0.00
H -2.8337 3.6892 2.8584 -0.12 0.11 -0.25
H -3.1260 2.4351 -0.7505 -2.06 -1.24 1.30
H -4.3568 3.4061 0.1629 0.01 -0.07 -0.23
H -4.9909 1.1284 -1.0239 -0.07 -0.15 0.07
H -5.7443 1.5244 0.4982 0.08 -0.25 0.21
H -3.0988 0.0266 0.2848 0.04 -0.63 0.21
H -4.2072 0.0307 1.7069 0.29 -0.19 0.03
C 0.4045 0.3170 -4.0041 -0.17 0.01 0.08
Br 1.7998 0.7472 -2.7450 0.03 -0.16 -0.14
Br 0.9246 -1.1294 -5.1714 -0.02 0.04 0.09
Br -1.2707 -0.0400 -3.1230 0.15 0.04 -0.05
H 0.2593 1.1904 -4.6242 0.06 -0.01 -0.01
C -1.0060 4.5632 -2.3097 0.27 0.36 0.71
Br 0.8812 4.2701 -1.9715 -0.10 0.18 -0.20
Br -2.0503 4.0169 -0.7549 3.66 2.55 -0.91
Br -1.3713 6.3878 -2.8910 1.39 0.41 0.06
H -1.2850 3.9137 -3.1303 -0.03 0.03 0.02
C 2.4572 -2.7674 1.3941 -0.08 -0.09 -0.04
Br 2.4690 -1.5937 -0.1382 -0.04 -0.07 0.15
Br 4.1922 -2.8464 2.2338 -0.06 0.00 -0.04
Br 1.0699 -2.3069 2.6558 0.37 -0.03 -0.11
H 2.2364 -3.7605 1.0272 -0.01 0.02 -0.02
C 1.1522 -0.4322 6.6568 0.00 0.00 -0.14
Br 2.3316 0.6985 5.6343 -0.06 -0.09 0.03
Br -0.3030 -1.0890 5.5832 -0.05 0.12 0.16
Br 2.1107 -1.8699 7.5201 -0.02 0.06 -0.05
H 0.7221 0.1774 7.4381 0.01 -0.01 0.00
C 8.2185 -4.0815 0.6008 -0.07 0.06 -0.03
Br 7.2988 -5.6849 0.0520 0.03 0.10 0.04
Br 7.7643 -2.5804 -0.5190 -0.01 -0.11 0.07
Br 7.9184 -3.6947 2.4657 0.02 -0.02 -0.08
H 9.2764 -4.2631 0.4794 -0.01 -0.01 0.01
C -1.8754 -4.3100 -0.8745 -0.13 0.20 0.15
Br -2.6406 -4.2528 -2.6450 0.09 -0.03 0.06
Br -0.3499 -5.4950 -0.7923 -0.01 -0.01 -0.05
Br -1.4404 -2.5599 -0.2211 0.23 -0.02 -0.09
H -2.6303 -4.7195 -0.2160 0.01 -0.06 -0.05
C -1.9684 -8.3624 2.2676 0.02 0.09 -0.03
Br -1.2499 -6.7025 2.9248 -0.03 -0.06 -0.03
Br -3.4375 -8.0666 1.0536 0.11 0.00 0.04
Br -0.5998 -9.4673 1.4747 -0.07 0.07 0.02
H -2.3600 -8.9016 3.1178 0.00 -0.01 -0.02
C -5.3609 4.4627 -3.8267 0.03 0.37 0.04
Br -3.9033 4.8737 -2.6051 -3.06 -0.71 -1.30
Br -4.8715 3.0401 -5.0371 -0.01 0.04 0.10
Br -6.9966 4.0659 -2.8800 0.12 -0.02 -0.05
H -5.5530 5.3385 -4.4314 -0.06 -0.07 -0.04
C 5.1313 -0.5269 -4.5722 -0.06 0.01 0.02
Br 4.6129 -0.3793 -6.4229 0.10 0.01 0.10
Br 6.5268 -1.8357 -4.3240 -0.07 0.08 -0.01
Br 5.6201 1.1827 -3.8299 0.00 -0.11 -0.05
H 4.2647 -0.8766 -4.0255 -0.01 0.03 -0.02
C 2.9657 4.8692 1.4443 -0.15 0.03 0.13
Br 4.8539 4.5957 1.7520 -0.07 0.02 -0.04
Br 1.9181 4.3836 2.9857 0.29 0.25 -0.08
Br 2.6008 6.6763 0.8561 0.04 -0.22 0.10
H 2.6756 4.2069 0.6391 -0.04 0.03 0.01
```
Forces are in eV/Å.